--- i ---
300
Properties=species:S:1:pos:R:3:lowdin_charge:R:1 method="wB97M-V/def2-TZVPD" homo_ha=-0.289 mol_weight_g_mol=1572.6 smiles=CC1(C)CCCC(C)(C)N1O.CC1(C)CCCC(C)(C)N1O.CC1(C)CCCC(C)(C)N1O.CC1(C)CCCC(C)(C)N1O.CC1(C)CCCC(C)(C)N1O.CC1(C)CCCC(C)(C)N1O.CC1(C)CCCC(C)(C)N1O.CC1(C)CCCC(C)(C)N1O.CC1(C)CCCC(C)(C)N1O.CC1(C)CCCC(C)(C)N1O lumo_ev=0.3 homo_lumo_gap_ev=8.16
H -15.187 -8.931 16.390 0.077
H -18.131 -17.564 15.308 0.085
H -18.559 -5.398 23.785 0.088
H -13.642 -0.400 14.303 0.054
H -6.098 -9.519 16.351 0.120
C -9.533 -0.766 15.218 -0.151
H -16.736 -2.293 12.231 0.082
H -10.123 -3.607 13.505 0.068
H -5.289 -2.654 11.337 0.117
H -18.587 -2.930 16.228 0.099
C -11.903 -8.952 17.394 -0.128
H -18.579 -1.871 14.017 0.123
C -4.887 -11.408 17.733 -0.027
H -15.248 -7.114 23.048 0.072
H -4.030 -5.266 18.641 0.083
H -20.213 -9.193 18.670 0.082
H -3.542 -3.661 18.658 0.082
H -8.844 -10.409 19.546 0.124
C -16.515 -2.365 14.373 -0.506
C -3.948 -9.148 17.971 -0.034
C -19.950 -11.335 16.505 -0.035
H -8.130 -4.107 8.508 0.086
H -5.840 -6.585 14.100 0.078
H -18.231 -9.987 22.776 0.105
C -5.755 -4.468 12.356 -0.134
H -13.792 -1.598 17.489 0.080
C -17.143 -1.454 17.082 -0.141
H -12.104 -6.805 12.855 0.066
C -20.388 -6.609 17.184 -0.010
C -17.733 -14.322 16.346 -0.047
H -8.375 -5.605 21.660 0.090
H -20.675 -6.976 14.586 0.116
C -5.876 -2.576 17.687 -0.030
H -4.056 -8.213 18.533 0.081
H -15.202 -19.420 15.731 0.079
H -4.866 -6.910 12.654 0.087
C -5.994 -3.481 11.230 -0.179
C -9.630 0.740 15.081 -0.171
H -22.099 -9.652 14.416 0.120
H -11.879 1.537 11.787 0.083
C -9.818 -3.022 14.379 -0.048
C -8.213 -5.273 19.016 -0.140
H -15.123 -5.991 7.705 0.095
N -12.651 -8.512 15.086 -0.081
C -16.898 -7.336 9.762 -0.026
C -16.831 -3.867 14.304 -0.015
H -15.675 -18.546 17.208 0.070
C -21.017 -10.287 16.170 -0.516
H -13.863 -16.297 14.906 0.121
H -17.504 -8.244 9.807 0.083
H -3.829 -8.887 16.919 0.085
O -17.896 -16.709 14.924 -0.011
H -14.394 -8.091 21.842 0.083
H -6.715 -8.693 21.470 0.076
H -6.018 -5.980 17.455 0.109
H -16.078 -10.323 21.355 0.083
H -13.609 -17.655 15.894 0.123
H -8.649 -6.320 12.628 0.076
H -6.285 -4.766 16.275 0.115
H -7.438 -11.116 17.601 0.099
H -18.719 -14.534 15.917 0.078
C -17.358 -5.837 20.637 -0.167
H -8.510 -4.583 12.494 0.058
H -8.071 -9.759 21.752 0.089
H -17.921 -6.796 24.613 0.087
C -18.279 -1.890 16.150 -0.169
H -17.264 -6.795 10.639 0.081
C -15.476 -14.939 17.020 -0.135
C -14.709 -7.840 8.608 -0.130
O -13.744 -8.600 14.192 -0.010
H -7.795 -2.409 20.902 0.082
H -8.458 -4.200 10.269 0.060
H -9.285 -5.278 19.215 0.117
H -9.309 -3.258 20.295 0.086
H -17.100 -0.372 16.941 0.117
C -14.278 -16.795 15.789 -0.142
C -17.792 -1.593 14.721 -0.144
C -6.997 -9.744 21.559 -0.035
H -15.095 -2.312 12.770 0.067
C -6.742 -5.341 9.689 -0.530
C -13.579 -4.554 11.327 -0.031
H -6.450 -10.219 22.375 0.085
H -8.966 -5.429 9.210 0.085
H -11.155 -0.035 11.424 0.083
H -13.136 -11.276 17.016 0.085
O -14.287 -2.715 15.035 -0.029
O -5.434 -3.212 20.412 -0.015
H -3.828 -4.402 17.046 0.088
C -7.929 -9.872 19.293 -0.131
C -8.231 -3.124 20.203 -0.022
H -7.038 -12.477 19.400 0.066
N -17.826 -8.273 22.125 -0.099
H -9.235 -1.898 11.975 0.088
H -20.065 -12.224 15.875 0.078
H -5.554 -1.815 18.400 0.084
H -16.784 -5.132 21.243 0.108
C -8.123 -4.753 9.388 -0.023
H -8.821 -0.384 12.426 0.066
H -16.913 -5.941 23.437 0.062
H -16.113 -5.000 9.113 0.046
H -15.353 -16.919 13.240 0.089
C -16.865 -15.514 16.698 -0.515
C -4.170 -4.337 18.073 -0.030
C -20.060 -9.001 14.147 -0.160
H -6.063 -3.400 9.130 0.119
H -13.630 -5.996 14.267 0.062
C -18.583 -7.087 22.532 -0.531
H -20.255 -5.794 16.471 0.073
H -11.939 -6.748 17.669 0.122
H -17.527 -5.389 19.655 0.097
H -4.598 -10.004 21.271 0.089
C -8.831 -1.387 12.859 -0.015
H -6.921 -2.334 17.480 0.055
H -4.771 -11.381 16.645 0.089
H -6.482 -8.288 17.498 0.106
C -6.615 -5.728 12.267 -0.504
C -5.216 -9.975 18.211 -0.522
H -17.700 -15.606 18.726 0.085
C -21.090 -9.976 14.684 -0.139
H -7.950 -5.404 13.944 0.076
C -15.300 -8.027 22.443 -0.038
H -9.241 1.358 15.882 0.115
C -13.026 -9.127 16.353 -0.508
H -21.448 -6.623 17.434 0.089
H -18.050 -13.796 17.252 0.082
H -5.324 -2.387 16.762 0.084
N -14.710 -6.661 10.786 -0.098
N -15.487 -2.077 15.383 -0.088
H -20.308 -8.656 13.144 0.110
C -10.851 -7.177 16.042 -0.152
H -12.262 -9.293 18.364 0.120
H -12.320 -5.087 15.082 0.076
H -12.967 -4.880 8.548 0.124
H -6.633 -8.045 10.582 0.103
C -6.802 -10.405 20.186 -0.523
C -20.027 -7.460 22.856 -0.030
H -18.533 -8.631 17.986 0.067
H -15.884 -4.392 14.138 0.073
H -15.101 -3.492 9.464 0.091
C -18.677 -6.214 21.268 -0.153
C -14.341 -15.955 17.039 -0.182
C -15.281 -8.984 10.709 -0.044
H -16.517 -18.112 13.500 0.079
H -10.235 1.307 12.201 0.072
H -7.856 -6.312 19.089 0.106
H -19.051 -9.423 14.176 0.106
H -13.473 -3.533 10.957 0.082
H -5.990 -12.275 20.823 0.082
C -14.210 -6.512 7.986 -0.157
H -13.472 -6.638 7.198 0.110
H -13.605 -5.941 15.952 0.065
C -16.452 -7.075 20.416 -0.123
H -16.161 -4.269 10.643 0.079
N -5.512 -9.972 19.634 -0.108
C -16.077 -1.883 13.000 -0.030
O -21.084 -9.065 18.263 -0.012
C -17.374 -16.272 17.928 -0.017
H -4.741 -4.450 9.756 0.122
H -14.769 -0.176 17.025 0.083
H -17.108 -6.745 8.874 0.071
H -4.037 -11.874 18.227 0.087
C -22.369 -10.828 16.625 -0.041
C -5.652 -4.005 18.213 -0.519
C -7.390 -5.238 21.360 -0.026
H -6.193 -5.473 7.602 0.087
H -16.553 -16.847 18.364 0.066
H -19.270 -5.317 21.461 0.123
H -15.178 -14.061 16.448 0.116
O -7.334 -7.395 10.691 -0.012
H -4.912 -3.739 21.024 0.106
C -6.906 -11.936 20.329 -0.025
H -17.739 -7.563 16.867 0.082
H -14.147 -10.848 15.697 0.077
H -13.703 0.411 12.753 0.084
H -17.604 -0.519 14.644 0.120
H -20.572 -6.528 22.986 0.088
H -11.077 -9.628 17.134 0.113
C -5.782 -4.147 9.874 -0.135
H -19.009 -7.266 14.705 0.117
H -15.445 -6.644 20.426 0.114
H -14.994 -1.060 18.571 0.086
O -15.289 -6.534 12.074 -0.027
C -11.668 0.199 13.508 -0.484
H -17.184 -4.257 15.256 0.054
H -16.554 -7.375 19.373 0.096
H -10.459 -6.157 16.039 0.104
H -22.676 -11.737 16.107 0.090
H -18.902 -11.071 16.357 0.067
C -15.482 -4.452 9.803 -0.015
H -12.629 -6.320 9.485 0.122
H -10.562 -3.287 15.144 0.089
H -23.146 -10.097 16.364 0.088
C -11.986 -7.214 15.024 -0.498
H -22.480 -10.869 17.706 0.077
H -15.959 -0.812 12.832 0.081
C -16.259 -9.452 20.719 -0.045
H -12.354 -11.058 15.546 0.090
C -19.953 -7.914 16.499 -0.500
H -14.430 -7.487 16.966 0.069
H -7.017 -3.104 11.247 0.083
H -15.269 -8.746 23.266 0.084
H -7.670 -12.171 21.076 0.084
H -6.899 -4.583 22.081 0.081
H -15.975 -3.397 18.556 0.080
C -15.576 -17.754 13.915 -0.050
H -16.414 -4.241 17.130 0.066
H -19.095 -1.175 16.275 0.110
H -6.043 -3.969 13.290 0.114
H -15.525 -14.592 18.061 0.122
H -9.042 0.980 14.174 0.102
C -14.797 -1.152 17.500 -0.040
H -15.355 -9.311 20.117 0.064
H -20.973 -10.915 14.131 0.122
H -10.504 -7.450 18.189 0.104
H -14.730 -3.916 17.380 0.077
H -20.066 -11.678 17.537 0.085
H -18.145 -16.988 17.641 0.083
C -15.645 -17.347 15.397 -0.515
H -10.191 -1.059 16.045 0.125
C -19.973 -7.705 14.996 -0.138
H -17.268 -13.692 15.588 0.090
C -6.194 -6.110 8.489 -0.040
C -18.531 -8.318 16.940 -0.027
H -13.637 -2.012 14.919 0.060
H -20.424 -8.153 22.116 0.087
H -14.432 -16.640 17.895 0.104
C -6.355 -9.372 17.404 -0.132
H -16.910 -19.094 16.166 0.077
O -11.972 -2.040 12.761 -0.012
H -19.256 -6.830 20.570 0.112
H -10.129 -7.815 15.514 0.128
H -8.307 -3.902 17.404 0.099
C -11.036 1.081 14.597 -0.161
H -7.978 -8.810 19.556 0.106
C -6.437 -4.973 17.344 -0.144
H -11.632 0.898 15.518 0.116
C -7.661 -10.066 17.797 -0.152
H -3.039 -9.595 18.369 0.079
H -14.242 -9.138 11.022 0.083
H -10.584 -6.304 13.606 0.064
O -17.775 -9.236 23.165 -0.010
H -5.200 -6.482 8.737 0.087
C -16.504 -8.149 21.515 -0.499
H -17.464 -1.648 18.107 0.119
H -10.901 -7.943 13.189 0.101
C -7.458 -4.442 20.063 -0.506
H -14.475 -8.940 17.968 0.070
C -9.877 -1.557 13.964 -0.505
H -13.825 -8.481 8.626 0.118
H -6.843 -6.184 21.311 0.070
N -16.674 -16.329 15.497 -0.106
H -14.812 -7.211 12.566 0.063
H -11.254 2.148 14.519 0.125
H -15.448 -8.265 7.927 0.119
O -4.417 -10.413 20.419 -0.006
H -17.021 -9.713 19.981 0.078
H -12.562 -4.939 11.458 0.081
C -12.924 -5.996 15.098 -0.016
N -11.275 -1.204 13.683 -0.086
C -11.376 -7.055 13.633 -0.039
H -20.073 -8.032 23.789 0.081
C -13.444 -5.721 9.060 -0.143
C -15.777 -2.117 16.812 -0.510
C -11.185 0.775 12.154 -0.022
H -15.903 -9.125 11.595 0.085
C -13.170 0.375 13.706 -0.022
H -19.812 -6.385 18.083 0.065
H -7.857 -1.717 13.204 0.087
C -15.725 -3.476 17.495 -0.027
C -7.996 -5.473 12.853 -0.029
C -15.401 -7.655 9.963 -0.509
C -14.319 -8.570 16.952 -0.019
N -20.825 -9.022 16.881 -0.121
H -14.139 -4.574 12.254 0.063
H -13.417 1.299 14.229 0.088
H -17.507 -4.161 13.502 0.089
N -6.653 -6.172 10.866 -0.107
H -8.142 -2.535 19.281 0.069
C -14.301 -5.356 10.249 -0.511
H -14.781 -18.487 13.768 0.084
C -11.263 -7.583 17.413 -0.178
C -17.921 -6.280 23.651 -0.018
C -13.169 -10.626 16.131 -0.040
H -13.388 -15.492 17.315 0.113
H -8.585 -5.528 16.935 0.091
C -5.884 -6.833 13.036 -0.028
C -15.894 -18.692 16.144 -0.026
H -4.689 -4.682 12.462 0.120
H -12.047 -2.877 13.233 0.071
H -15.510 -9.820 10.042 0.089
C -7.923 -4.920 17.552 -0.174
H -8.889 -3.430 14.773 0.077
N -6.090 -4.161 19.598 -0.097
H -8.513 -9.679 17.239 0.099
H -8.512 -0.991 15.549 0.119
H -18.193 -9.097 16.257 0.065
H -5.684 -12.136 17.900 0.056
H -6.355 -7.810 12.929 0.079
H -6.831 -6.945 8.186 0.080
H -13.332 -8.618 13.320 0.084


--- ii ---
300
Properties=species:S:1:pos:R:3:lowdin_charge:R:1 method="wB97M-V/def2-TZVPD" homo_ha=-0.276 mol_weight_g_mol=1572.6 smiles=CC1(C)CCCC(C)(C)N1O.CC1(C)CCCC(C)(C)N1O.CC1(C)CCCC(C)(C)N1O.CC1(C)CCCC(C)(C)N1O.CC1(C)CCCC(C)(C)N1O.CC1(C)CCCC(C)(C)N1O.CC1(C)CCCC(C)(C)N1O.CC1(C)CCCC(C)(C)N1O.CC1(C)CCCC(C)(C)N1O.CC1(C)CCCC(C)(C)N1O lumo_ev=0.2 homo_lumo_gap_ev=7.68
C 3.857 -4.097 7.739 -0.036
H -8.157 -2.862 -4.858 0.081
C 0.920 -8.352 -2.777 -0.043
C -4.745 -8.723 1.572 -0.189
N 4.339 7.157 0.785 -0.117
H 6.932 3.953 1.932 0.094
C 3.146 8.999 1.938 -0.147
C -4.047 8.631 -0.064 -0.472
O -8.696 -0.343 -6.449 0.000
H 4.511 -4.444 3.160 0.115
H -2.502 -0.209 1.174 0.094
H -4.697 10.124 1.512 0.092
H -0.369 -2.493 -1.251 0.070
O 7.218 -0.216 1.511 -0.012
H 4.026 -0.327 -6.142 0.082
C -6.660 1.844 -6.746 -0.030
H -5.772 9.459 -1.065 0.081
H -3.883 -9.382 1.468 0.110
C 9.128 1.486 2.817 -0.034
H -6.359 -6.523 -0.776 0.078
C -1.397 -2.189 -1.446 -0.013
H 4.927 -4.194 7.556 0.082
H -5.475 -2.069 -5.182 0.096
C -1.463 7.899 -1.553 -0.147
H -0.072 1.073 -7.480 0.092
H -5.637 1.544 -6.516 0.056
C -7.202 -0.825 -4.713 -0.470
H 6.270 7.996 2.736 0.068
H 5.840 2.590 3.345 0.081
N 0.715 -1.219 -5.496 -0.154
H -2.718 8.990 -2.749 0.087
H 0.273 -5.622 -3.096 0.073
C 7.675 2.960 -0.502 -0.151
H 0.348 0.188 -2.582 0.050
N 3.568 -5.686 5.809 -0.151
H 1.299 3.018 6.237 0.060
H -0.060 -1.813 -8.063 0.116
C 2.795 5.113 0.706 -0.009
H 3.599 -4.616 8.662 0.081
N -5.380 -6.060 2.595 -0.094
H -4.008 -5.072 -0.565 0.083
H 0.867 1.750 -5.511 0.081
H 5.581 -5.974 4.157 0.083
H -2.853 0.475 -2.282 0.067
C 1.704 0.013 -7.641 -0.122
H 4.117 -2.804 5.430 0.121
C 6.315 0.885 -1.141 -0.059
H -3.899 -8.118 3.476 0.115
C 0.621 3.835 6.481 -0.018
H -6.618 -1.934 -6.470 0.076
C 3.464 6.372 -1.448 -0.025
C -6.477 -0.072 -3.588 -0.140
H -0.202 0.657 1.965 0.065
C 2.065 7.572 0.080 -0.157
H -7.168 -7.141 0.472 0.059
H -1.586 10.102 -2.109 0.100
H 1.397 4.366 3.762 0.072
H 8.537 4.111 2.514 0.110
C 0.246 0.182 -8.021 -0.181
H -7.174 3.236 -4.144 0.117
C -4.296 9.120 1.377 -0.035
H 8.745 4.762 0.197 0.102
C -4.280 -7.521 0.796 -0.146
H -1.632 -0.913 -7.906 0.118
C -7.988 -2.031 -4.174 -0.025
C -7.330 -7.595 3.221 -0.005
H -5.566 -0.647 -3.418 0.099
C -0.690 -1.303 -6.027 -0.496
H 7.977 3.205 -1.521 0.111
H 2.857 -0.101 -0.046 0.074
N -3.348 7.291 -0.072 -0.132
C -7.309 2.159 -4.235 -0.127
H -3.657 10.545 -1.107 0.107
C 1.282 -7.713 -0.495 -0.132
H 9.188 0.424 2.580 0.071
H -6.646 2.875 -7.098 0.078
H -9.327 2.297 -7.049 0.083
H 2.157 5.182 1.587 0.055
H 2.356 0.885 -7.684 0.110
C 8.574 3.707 0.413 -0.182
N -0.786 2.726 4.700 -0.105
H -8.203 2.060 -3.620 0.122
C 1.582 -4.629 6.913 -0.020
H 1.344 7.833 1.998 0.094
N -8.059 0.210 -5.421 -0.149
H -0.056 4.695 3.043 0.069
H -3.690 -0.938 -1.658 0.078
C -1.739 -0.823 -0.799 -0.435
H 1.497 -9.277 -2.799 0.051
H -3.449 0.672 3.482 0.076
H 1.071 9.239 1.325 0.111
H 5.915 9.117 1.427 0.082
H -0.112 -8.669 -2.631 0.082
H 1.153 2.306 0.896 0.073
H -0.924 -1.513 2.569 0.109
H -1.695 0.357 3.765 0.045
C 0.582 -5.883 -2.083 -0.019
H 0.568 1.415 5.104 0.090
H -0.626 7.600 -2.184 0.118
H 1.281 -3.637 7.250 0.083
H -0.824 -3.509 -6.455 0.090
H 1.924 -0.574 -1.582 0.057
H 4.072 7.227 -1.744 0.083
N -0.539 0.115 -1.014 -0.129
H 6.006 6.737 0.234 0.106
H -8.925 -1.762 -3.685 0.090
C -1.208 -2.721 -5.807 -0.029
C 2.267 -8.889 -0.149 -0.172
C 8.774 0.538 -0.798 -0.016
H -4.022 3.420 4.001 0.114
H -1.829 -0.438 -4.385 0.066
H -0.051 -2.045 1.138 0.096
H 2.446 -2.486 5.740 0.112
H -4.432 -7.876 -0.223 0.116
H 1.770 -6.234 3.151 0.068
H 0.223 -7.907 -0.326 0.115
N 2.942 -6.960 -2.215 -0.134
H 9.393 0.311 0.070 0.067
C -2.099 2.585 3.929 -0.415
H 0.590 5.781 4.242 0.075
H 1.506 -5.490 7.578 0.083
H -5.199 -9.341 3.560 0.122
C -6.169 -1.371 -5.651 -0.053
H 1.135 -0.284 2.041 0.118
C 3.696 -8.469 -0.383 -0.153
H 0.042 3.549 7.359 0.074
O -0.356 0.743 -2.240 -0.019
C -6.107 1.396 -3.753 -0.190
H -6.729 1.322 -7.700 0.075
H -5.055 -4.191 0.354 0.067
C -0.615 -1.038 -7.534 -0.115
C -1.551 5.552 -0.534 -0.019
C -7.748 1.615 -5.644 -0.472
C 4.115 -9.170 -2.744 -0.032
H -5.198 8.128 -2.034 0.071
H 1.633 0.713 -4.200 0.062
C -3.155 3.433 4.662 -0.115
N 7.247 1.114 1.162 -0.146
H -4.469 -6.566 4.864 0.081
H 2.153 4.658 -0.049 0.059
C 7.922 3.504 1.850 -0.094
H -0.844 5.135 -1.251 0.079
H -8.128 -1.057 -6.748 0.073
H 9.324 1.731 3.861 0.078
H 5.345 -6.662 -0.845 0.080
C -2.997 -0.139 -1.393 -0.017
C -5.159 -6.230 1.074 -0.408
H 9.593 3.444 0.130 0.105
C 0.404 4.728 4.031 -0.049
C -8.983 2.421 -6.022 -0.054
C 3.531 -4.774 3.503 -0.184
H -0.065 2.319 -0.489 0.074
C -2.424 6.751 -1.147 -0.447
C -5.485 -6.960 4.857 -0.059
C 3.193 -0.936 -5.792 -0.042
H -1.345 -3.129 -4.806 0.069
H -1.930 -2.900 -0.815 0.065
H 4.180 5.556 -1.549 0.065
C -2.194 9.243 -1.827 -0.145
H -3.356 0.574 -0.651 0.076
H -2.496 10.272 0.095 0.107
C 2.687 -3.653 4.044 -0.172
H 1.035 -2.623 -4.435 0.106
H 9.420 1.164 -1.413 0.073
O 5.406 6.289 0.834 -0.025
H 3.678 -3.029 7.859 0.078
H 3.787 -5.561 -2.959 0.099
H 2.166 -0.749 -8.268 0.105
H 1.248 6.855 -0.002 0.090
H -5.122 8.492 1.711 0.067
C 3.927 -7.936 -1.835 -0.503
H 2.196 -9.069 0.924 0.099
C -2.549 0.988 4.011 -0.014
H -2.178 4.742 -0.162 0.062
H -0.948 5.894 0.308 0.066
H 2.544 6.134 -1.982 0.083
H 5.406 1.249 -0.661 0.070
H 6.640 3.301 -0.475 0.102
H -0.307 -5.892 -1.453 0.074
H 4.995 -7.595 4.743 0.077
H -7.479 -2.521 -3.344 0.081
H 6.092 -8.023 -1.618 0.089
C -4.378 -5.038 0.460 -0.062
C 7.509 1.337 -0.308 -0.415
H 2.153 -9.888 -0.569 0.110
O 3.178 -6.207 -3.323 0.006
C -0.692 -1.258 1.535 -0.182
H -7.809 -6.745 2.734 0.060
H 0.272 0.437 -9.080 0.109
H 1.310 4.632 6.761 0.080
H -8.808 3.492 -5.920 0.080
H 1.601 -7.142 4.814 0.079
O 0.913 -1.689 -4.245 -0.016
H -5.785 1.678 -2.751 0.107
H 3.956 -7.656 0.295 0.103
H 4.281 -9.369 -0.193 0.120
H -5.628 -7.739 5.606 0.087
H -1.615 -2.291 -2.509 0.066
H 0.879 -8.020 -3.814 0.079
O -6.044 -4.843 2.974 0.001
C 5.313 -7.272 -1.747 -0.040
O 0.262 1.854 4.307 -0.031
H -6.928 -5.029 2.650 0.063
H 5.608 9.475 3.132 0.085
H -2.613 -0.202 -5.915 0.082
H -1.090 5.986 5.699 0.114
H -5.857 7.683 -0.559 0.075
H -6.008 -6.096 5.268 0.072
O -4.182 6.348 0.446 -0.022
H -3.562 5.493 5.308 0.110
H 1.046 -4.977 6.030 0.064
H -2.264 -2.575 -6.038 0.078
H 6.403 -0.183 2.017 0.095
H 6.287 1.452 -2.072 0.080
C 2.211 -6.771 3.991 -0.005
H 4.805 -6.785 6.566 0.093
C 3.850 7.074 3.315 -0.017
C 1.638 1.027 -5.244 -0.025
H -7.410 -8.542 2.686 0.076
C -1.496 4.976 5.750 -0.146
C 5.534 8.707 2.362 -0.040
C 7.759 1.965 2.273 -0.460
H -1.093 2.505 1.907 0.061
H 1.641 -6.916 0.156 0.109
H 3.025 6.406 3.067 0.050
C -5.278 8.490 -1.009 -0.020
C 0.627 0.355 -0.097 -0.393
C -6.549 -6.268 0.266 -0.034
H 9.943 1.991 2.299 0.072
C -2.716 4.938 4.902 -0.167
C 1.790 -0.315 -6.023 -0.434
H 6.093 -0.146 -1.416 0.079
H -3.533 2.955 5.566 0.113
H 7.256 2.357 4.307 0.077
H 6.501 0.976 3.783 0.075
H -3.261 -7.224 1.045 0.117
H -9.868 2.372 -5.388 0.086
C 3.540 -6.015 4.385 -0.468
H 4.696 6.484 3.667 0.079
H -2.519 5.366 3.920 0.098
H -2.658 -1.861 0.876 0.113
H 2.897 9.319 2.949 0.117
C 3.073 -4.435 6.452 -0.491
H 1.161 -5.060 -1.664 0.074
H 4.748 -8.845 -3.570 0.077
C 3.140 -3.285 5.479 -0.144
H 3.368 9.791 1.222 0.122
C -3.088 6.256 -2.425 -0.045
C 3.169 6.526 0.120 -0.453
H 5.572 -6.690 -2.632 0.081
H -2.281 3.873 2.183 0.059
C 4.848 -6.773 4.042 -0.022
H 3.544 7.700 4.153 0.083
H 3.296 -9.703 -3.226 0.067
C -5.811 -7.221 3.359 -0.511
H -0.924 8.068 -0.621 0.092
H -7.120 -5.360 0.461 0.074
H -5.135 1.527 -4.230 0.106
H -5.594 -0.661 -6.246 0.079
H -2.236 5.897 -3.002 0.082
C -1.974 2.860 2.442 -0.048
H 2.561 -7.740 3.633 0.062
C 4.216 7.942 2.076 -0.477
C -0.311 4.079 5.205 -0.425
H -1.151 0.695 -5.407 0.077
C 1.462 -7.172 -1.912 -0.438
H -7.820 -7.623 4.194 0.077
H 1.638 2.235 -0.750 0.067
H -5.697 -9.077 1.178 0.107
H 4.808 -9.828 -2.219 0.078
C -1.632 -0.282 -5.446 -0.027
H -3.620 5.902 1.083 0.087
H 1.710 -1.480 -0.116 0.058
C 6.738 1.978 3.426 -0.046
H 2.671 1.367 -5.318 0.073
C -1.976 -1.032 0.690 -0.128
H 3.617 4.398 0.743 0.082
C 1.849 8.476 1.278 -0.167
H -2.654 2.220 1.879 0.071
O 3.856 -6.695 6.679 0.004
H 8.432 -0.386 -1.266 0.072
C 0.278 -0.131 1.385 -0.159
C 0.852 1.904 -0.072 -0.033
H -6.962 -0.112 -2.613 0.121
H -3.515 8.662 1.985 0.089
H 3.413 -1.105 -4.738 0.073
H 2.748 -2.802 3.366 0.112
H -3.887 5.523 -2.308 0.087
C -3.120 9.733 -0.618 -0.125
C -4.874 -8.413 3.090 -0.140
H -3.443 7.043 -3.090 0.063
H -2.706 0.735 5.059 0.066
C 1.941 -0.485 -0.496 0.000
H 3.130 -4.833 2.491 0.111
H 1.986 8.082 -0.880 0.111
H 1.650 -3.982 4.120 0.107
H 4.938 -7.095 3.004 0.080
H -3.623 -4.733 1.184 0.081
H 3.100 -1.864 -6.356 0.085
H -1.619 4.712 6.800 0.109


Relative energies in eV: i 0.000; ii 10.727